C18H33F4N6O4 | wB97M-V/def2-TZVPD

Output
**Electronic energy**: -47188.0999 eV
**SMILES**: C=CCN(CCCO)C1=[N+](C[C@H](O)CN)[C@@](CN)(COC(F)(F)F)[C@@](C)(N)N1CC(=O)F
**Maximum force**: 6.52 eV Å⁻¹
**Energy above the lowest of the compared OMol25 structures with the same formula, charge and spin**: 156.0 kcal per mole
**Highest occupied orbital energy**: -11.71 eV
**Lowest unoccupied orbital energy**: -3.6 eV
**2S+1**: 1
**Charge**: +1

CARTESIAN COORDINATES (ANGSTROEM)
1 C 1.66659 -1.15825 3.54567
2 C 2.23670 -0.50127 2.41910
3 C 2.15389 -1.17605 0.93839
4 N 1.70638 -0.10863 -0.02023
5 C 2.72979 0.80140 -0.61471
6 C 4.22530 0.72282 -0.08858
7 C 5.10654 -0.13803 -1.16910
8 O 4.49431 -1.39559 -1.53862
9 C 0.43067 0.13087 -0.31690
10 N -0.34895 1.04474 -1.10527
11 C 0.18009 2.07286 -2.00091
12 C -0.76358 2.74557 -3.08051
13 O -1.36145 3.82287 -2.80660
14 F -0.96409 2.24391 -4.40411
15 C -1.66049 1.29843 -0.37000
16 C -2.99041 1.15696 -1.29539
17 N -1.84048 2.74741 0.06449
18 C -1.53848 0.33792 0.95215
19 C -2.92993 -0.30262 1.53233
20 N -2.67288 -1.32556 2.62525
21 C -1.01616 1.04223 2.32799
22 O 0.11248 1.94311 2.15214
23 C 0.45761 2.60001 3.35663
24 F 0.84995 1.74212 4.41608
25 F -0.54213 3.51322 3.82143
26 F 1.60736 3.41967 3.05958
27 N -0.59334 -0.66323 0.39034
28 C -1.05621 -1.95010 -0.15509
29 C -1.73777 -1.91982 -1.61753
30 O -3.20196 -2.07889 -1.57302
31 C -1.20269 -3.25895 -2.40526
32 N -1.95357 -3.55559 -3.65002
33 H 0.91136 -2.00033 3.34438
34 H 1.92846 -0.90440 4.62790
35 H 2.78488 0.49533 2.58832
36 H 1.42896 -2.05001 1.06007
37 H 3.16040 -1.66800 0.63558
38 H 2.35961 1.88853 -0.41813
39 H 2.74458 0.60177 -1.75620
40 H 4.39202 0.39165 0.98987
41 H 4.67219 1.79421 -0.15927
42 H 5.10344 0.52091 -2.12859
43 H 6.20508 -0.22521 -0.85238
44 H 3.72814 -1.27764 -2.13979
45 H 1.08185 1.62647 -2.58259
46 H 0.64549 2.92793 -1.36606
47 H -2.69193 0.76299 -2.34783
48 H -3.46296 2.19240 -1.48585
49 H -3.80281 0.47679 -0.89321
50 H -0.93452 3.20086 0.23834
51 H -2.48506 2.81047 0.86297
52 H -3.49415 -0.89431 0.70727
53 H -3.56804 0.52458 1.99761
54 H -3.15397 -2.20634 2.34297
55 H -1.67015 -1.59947 2.64176
56 H -1.89687 1.68163 2.73344
57 H -0.69061 0.25772 3.11964
58 H -1.75345 -2.56436 0.52152
59 H -0.11191 -2.62132 -0.28549
60 H -1.43359 -1.03634 -2.27510
61 H -3.30911 -2.92673 -1.06710
62 H -0.05719 -3.25963 -2.53565
63 H -1.42548 -4.13525 -1.67072
64 H -1.85695 -2.81970 -4.36153
65 H -2.93087 -3.81871 -3.47587

Cartesian forces (eV/Å) of the 3 atoms listed first:
C 0.9 0.9 -2.7
C -0.9 -1.6 2.1
C -0.1 -0.4 2.6

Atomic partial charges in e from the Löwdin method, atoms 1 to 8:
1. C 0.009
2. C -0.120
3. C -0.087
4. N 0.013
5. C -0.130
6. C -0.134
7. C -0.220
8. O -0.105